Record 1
An isolated ion of composition C15H25BrNO2 and charge +1. Source: the OMol25 dataset; level of theory: ωB97M-V with the def2-TZVPD basis set.

Molecular weight in g mol⁻¹: 331.27
Kohn-Sham gap in eV: 9.4
E_HOMO in eV: -11.6

```
! RIJCOSX wB97M-V def2-TZVPD def2/J DEFGRID3
* xyz 1 1
C 2.970 -2.144 -1.623
C 2.625 -1.948 -0.152
C 1.187 -2.384 0.134
C 0.786 -2.230 1.596
N 0.676 -0.794 1.941
C 0.408 -0.482 3.360
C -0.996 -1.002 3.737
O -1.883 -0.871 2.656
C -2.463 0.411 2.456
C -2.534 0.667 0.954
O -1.201 0.842 0.488
C -1.024 1.349 -0.782
C -1.985 1.348 -1.781
C -1.692 1.870 -3.031
C -0.444 2.401 -3.326
C -0.129 2.973 -4.669
C 0.521 2.405 -2.323
C 0.224 1.893 -1.080
Br 1.544 1.941 0.295
H 2.308 -1.555 -2.253
H 3.993 -1.833 -1.817
H 2.872 -3.189 -1.905
H 3.311 -2.537 0.460
H 2.772 -0.894 0.099
H 1.083 -3.435 -0.138
H 0.498 -1.818 -0.496
H 1.533 -2.690 2.246
H -0.182 -2.698 1.774
H -0.106 -0.374 1.388
H 1.532 -0.312 1.633
H 0.465 0.602 3.473
H 1.164 -0.941 3.997
H -0.961 -2.072 3.955
H -1.356 -0.483 4.632
H -1.867 1.195 2.934
H -3.475 0.428 2.874
H -2.994 -0.200 0.466
H -3.128 1.563 0.755
H -2.965 0.941 -1.593
H -2.459 1.859 -3.790
H 0.014 4.050 -4.594
H -0.935 2.781 -5.372
H 0.791 2.544 -5.062
H 1.500 2.818 -2.517
*
```

=====

Record 2
C15H25ClILuNO2P as an isolated structure in a non-equilibrium geometry. Source: the OMol25 dataset; level of theory: ωB97M-V with the def2-TZVPD basis set.

Molecular weight in g mol⁻¹: 619.67
Kohn-Sham gap in eV: 5.6
E_HOMO in eV: -13.7

```
! RIJCOSX wB97M-V def2-TZVPD def2/J DEFGRID3
* xyz 2 1
C 4.175 1.196 -5.204
C 4.955 0.883 -4.031
H 4.860 1.278 -6.084
H 3.724 2.175 -4.988
H 3.417 0.391 -5.305
O 5.321 0.291 -3.091
I 1.735 -1.467 -2.245
Lu 0.243 0.588 -1.222
P 1.204 2.510 0.458
C 1.929 2.473 2.114
C 2.449 3.306 -0.634
H -0.550 3.981 -0.374
H 0.264 4.678 1.093
H -0.912 3.354 1.254
C -0.114 3.761 0.614
H 2.092 3.233 -1.669
H 2.576 4.364 -0.369
H 2.115 3.492 2.485
H 2.864 1.899 2.096
H 3.400 2.763 -0.564
H 1.221 1.962 2.783
C 1.408 -0.258 0.806
O 1.954 -0.758 1.699
Cl -0.284 2.346 -2.830
C -2.333 -3.618 -0.149
N -1.779 -3.552 1.230
C -1.164 -4.849 1.623
C -0.864 -2.342 1.414
C -1.702 -1.121 1.180
C -2.777 -0.931 2.062
C -3.751 0.030 1.800
C -3.637 0.837 0.659
C -2.531 0.662 -0.208
C -1.531 -0.256 0.111
H -1.520 -3.631 -0.879
H -2.990 -2.763 -0.328
H -2.917 -4.541 -0.241
H -2.584 -3.398 1.853
H -0.267 -5.037 1.025
H -0.922 -4.810 2.690
H -1.902 -5.638 1.442
H -0.497 -2.402 2.444
H -0.027 -2.474 0.731
H -2.843 -1.564 2.951
H -4.589 0.134 2.483
H -4.424 1.572 0.453
H -2.495 1.249 -1.141
*
```

=====

Record 3
C15H25FMoS3SbSi as an isolated structure in a non-equilibrium geometry. Source: the OMol25 dataset; level of theory: ωB97M-V with the def2-TZVPD basis set.

Molecular weight in g mol⁻¹: 566.35
⟨S²⟩: 0.788
Kohn-Sham gap (alpha / beta) in eV: 5.5 / 6.3
E_HOMO (alpha / beta) in eV: -7.8 / -8.1

```
! RIJCOSX wB97M-V def2-TZVPD def2/J DEFGRID3
* xyz 0 2
Mo -0.214 -0.127 -1.900
S -4.361 1.378 -3.035
Sb -2.640 0.606 -4.307
S -0.577 1.711 -3.217
S -1.884 -1.376 -2.904
F 4.595 -3.974 -1.467
C 3.593 -3.089 -1.645
C 3.891 -1.821 -2.110
C 2.862 -0.909 -2.265
C 1.541 -1.239 -1.961
C 1.284 -2.547 -1.527
C 2.293 -3.475 -1.360
H 4.913 -1.560 -2.337
H 3.088 0.087 -2.634
H 0.251 -2.844 -1.327
H 2.093 -4.480 -1.025
C 0.980 -0.948 1.531
Si -0.266 0.191 0.570
C -2.090 -0.260 1.164
C -2.378 -1.717 0.801
C -2.185 -0.091 2.679
C -3.116 0.630 0.466
C 0.445 2.036 0.767
C 1.658 2.125 -0.164
C 0.878 2.290 2.211
C -0.568 3.106 0.361
H 0.965 -0.743 2.597
H 2.003 -0.809 1.183
H 0.748 -2.002 1.400
H -1.667 -2.398 1.262
H -2.353 -1.863 -0.281
H -3.373 -1.990 1.146
H -1.508 -0.772 3.189
H -3.196 -0.316 3.016
H -1.949 0.925 2.983
H -2.965 0.635 -0.618
H -3.065 1.654 0.820
H -4.123 0.261 0.655
H 2.435 1.422 0.132
H 2.086 3.128 -0.146
H 1.365 1.905 -1.203
H 1.688 1.628 2.504
H 0.047 2.149 2.897
H 1.228 3.315 2.325
H -0.960 2.931 -0.642
H -0.090 4.087 0.363
H -1.401 3.148 1.057
*
```

=====

Record 4
C15H25I2N5O3P2S2 as an isolated structure in a non-equilibrium geometry. Source: the OMol25 dataset; level of theory: ωB97M-V with the def2-TZVPD basis set.

Molecular weight in g mol⁻¹: 703.29
Kohn-Sham gap in eV: 7.4
E_HOMO in eV: -8.3

```
! RIJCOSX wB97M-V def2-TZVPD def2/J DEFGRID3
* xyz 0 1
C -3.881 -5.018 2.508
C -3.045 -4.435 1.420
I -4.027 -4.405 -0.448
C -1.811 -3.950 1.518
I -0.841 -3.947 3.387
C -1.095 -3.334 0.370
C -1.607 -2.040 0.009
C -1.116 -1.308 -1.005
C -0.036 -1.803 -1.772
N 0.579 -1.217 -2.788
S 1.725 -2.248 -3.266
N 1.506 -3.417 -2.212
C 0.491 -3.094 -1.409
C -0.036 -3.871 -0.322
P 0.660 -5.501 0.041
O 1.512 -5.932 -1.244
O -0.553 -6.534 0.003
S 1.795 -5.605 1.594
H -4.026 -6.089 2.369
H -3.505 -4.794 3.500
H -4.880 -4.582 2.444
H -2.422 -1.637 0.592
H -1.570 -0.352 -1.223
H 2.370 -5.492 -1.181
H -0.152 -7.404 0.162
O -0.294 1.459 0.423
P 0.613 2.570 -0.020
N 1.393 2.980 1.439
C 1.949 4.286 1.717
C 2.257 1.929 1.965
N -0.613 3.750 -0.398
C -1.226 4.490 0.696
C -1.638 3.189 -1.269
N 1.788 3.325 -1.101
C 1.503 4.566 -1.807
C 2.386 2.354 -2.041
H 2.913 4.459 1.218
H 2.106 4.379 2.794
H 1.272 5.089 1.437
H 3.210 1.871 1.418
H 1.764 0.960 1.894
H 2.473 2.107 3.019
H -1.521 3.850 1.537
H -2.115 5.009 0.333
H -0.563 5.271 1.067
H -2.349 2.557 -0.724
H -1.185 2.576 -2.055
H -2.187 3.996 -1.760
H 0.730 4.467 -2.575
H 2.430 4.885 -2.292
H 1.215 5.357 -1.121
H 1.676 2.031 -2.811
H 2.720 1.464 -1.499
H 3.260 2.783 -2.531
*
```

=====

Record 5
C15H25N5O10P3RuS as an isolated structure in a non-equilibrium geometry. Source: the OMol25 dataset; level of theory: ωB97M-V with the def2-TZVPD basis set.

Molecular weight in g mol⁻¹: 661.45
⟨S²⟩: 8.774
Kohn-Sham gap (alpha / beta) in eV: 6.0 / 7.4
E_HOMO (alpha / beta) in eV: -6.6 / -8.0

```
! RIJCOSX wB97M-V def2-TZVPD def2/J DEFGRID3
* xyz 0 6
Ru -0.055 0.350 -0.047
O -0.299 -1.935 0.476
C -1.107 -2.639 -0.124
C -1.506 -2.525 -1.508
C -2.450 -3.463 -1.942
C -2.867 -3.469 -3.242
C -2.356 -2.550 -4.168
C -1.438 -1.622 -3.764
C -0.976 -1.563 -2.420
O -0.098 -0.679 -2.082
N -3.866 -4.452 -3.674
O -4.199 -4.437 -4.843
O -4.264 -5.257 -2.855
H -1.590 -3.464 0.427
H -2.859 -4.186 -1.248
H -2.704 -2.585 -5.190
H -1.039 -0.896 -4.459
N 4.453 1.885 -1.686
C 3.281 1.060 -2.197
C 3.620 0.709 -3.650
P 1.880 2.314 -2.135
O 1.045 1.999 -3.459
O 2.661 3.594 -2.286
O 0.980 2.135 -0.949
P 3.183 -0.457 -1.143
O 2.519 -1.504 -2.129
O 4.588 -0.791 -0.783
O 2.219 -0.173 -0.011
H 4.069 2.864 -1.863
H 5.290 1.660 -2.221
H 4.662 1.682 -0.711
H 3.798 1.614 -4.235
H 2.799 0.169 -4.108
H 4.507 0.071 -3.683
H 0.256 1.481 -3.245
H 1.544 -1.405 -2.132
S -2.129 1.009 0.312
C 2.722 -0.811 4.804
N 2.990 -1.100 3.332
C 3.970 -0.042 2.774
N 3.505 1.275 3.040
C 3.237 1.458 4.462
N 2.242 0.516 4.978
C 0.899 0.735 4.396
P 0.870 0.532 2.540
C 1.703 -1.117 2.559
C 2.330 1.624 2.229
H 3.670 -0.950 5.324
H 1.996 -1.551 5.140
H 3.439 -2.012 3.241
H 4.056 -0.247 1.703
H 4.912 -0.233 3.289
H 2.880 2.473 4.626
H 4.164 1.316 5.020
H 0.575 1.745 4.648
H 0.190 0.044 4.853
H 1.922 -1.422 1.539
H 1.039 -1.840 3.034
H 2.029 2.646 2.471
H 2.564 1.589 1.167
*
```

=====

Record 6
A 5-piece molecular cluster, C15H25NO18S4 overall. Source: the OMol25 dataset; level of theory: ωB97M-V with the def2-TZVPD basis set.

Molecular weight in g mol⁻¹: 635.62
Kohn-Sham gap in eV: 9.8
E_HOMO in eV: -9.7

```
! RIJCOSX wB97M-V def2-TZVPD def2/J DEFGRID3
* xyz 0 1
H -0.014 -1.160 2.273
N -0.063 -0.704 1.360
C -1.068 0.077 1.330
C -1.345 0.869 0.099
C -1.961 0.231 2.561
C -3.151 1.129 2.348
O -4.074 0.810 1.652
O -3.056 2.335 2.974
C -4.155 2.647 3.837
C -5.310 3.180 3.119
C -6.206 3.694 2.519
H -2.044 0.371 -0.569
H -1.718 1.871 0.297
H -0.405 0.957 -0.435
H -1.330 0.634 3.351
H -2.274 -0.758 2.882
H -4.456 1.791 4.438
H -3.832 3.436 4.502
H -7.037 4.145 2.033
O -3.206 4.690 6.197
S -2.757 3.871 7.265
O -3.590 3.540 8.360
O -1.376 4.469 7.806
C -0.335 3.485 7.720
C -0.733 2.621 6.540
O -2.160 2.514 6.654
H -0.318 2.915 8.650
H 0.622 3.978 7.574
H -0.287 1.632 6.574
H -0.494 3.101 5.589
O -0.544 4.731 -1.492
S 0.548 3.826 -1.541
O 1.172 3.353 -0.359
O 1.655 4.426 -2.526
C 1.934 3.488 -3.587
C 0.641 2.730 -3.768
O 0.138 2.561 -2.433
H 2.738 2.837 -3.266
H 2.232 4.024 -4.484
H 0.782 1.766 -4.245
H -0.084 3.316 -4.338
O 1.440 -0.277 -5.562
S 2.463 -0.416 -4.588
O 2.930 0.698 -3.844
O 3.705 -1.162 -5.254
C 4.027 -2.353 -4.510
C 2.705 -2.794 -3.923
O 2.059 -1.559 -3.558
H 4.746 -2.089 -3.732
H 4.458 -3.098 -5.170
H 2.822 -3.422 -3.048
H 2.090 -3.305 -4.662
O 3.564 -7.833 -5.472
S 3.052 -6.827 -4.620
O 3.449 -5.470 -4.760
O 3.263 -7.285 -3.103
C 2.006 -7.310 -2.408
C 0.989 -7.616 -3.487
O 1.455 -6.874 -4.625
H 1.836 -6.328 -1.962
H 2.034 -8.065 -1.629
H -0.014 -7.294 -3.225
H 0.979 -8.677 -3.745
*
```

=====

Record 7
One molecule with the formula C15H25NO2. Source: the OMol25 dataset; level of theory: ωB97M-V with the def2-TZVPD basis set.

Molecular weight in g mol⁻¹: 251.37
Kohn-Sham gap in eV: 9.2
E_HOMO in eV: -8.3

```
! RIJCOSX wB97M-V def2-TZVPD def2/J DEFGRID3
* xyz 0 1
C 5.997 1.812 -0.528
C 5.018 0.718 -0.218
C 5.416 -0.605 -0.175
C 4.502 -1.619 0.102
C 4.958 -3.047 0.143
C 3.183 -1.286 0.336
C 2.763 0.044 0.297
O 1.440 0.249 0.548
C 0.934 1.566 0.516
C -0.564 1.500 0.799
C -1.319 0.787 -0.321
C -2.806 0.652 -0.012
C -3.559 -0.053 -1.151
N -4.991 -0.170 -0.983
C -5.434 -1.103 0.030
C -6.955 -1.017 0.168
O -7.373 0.213 0.713
C 3.685 1.043 0.020
H 7.016 1.434 -0.521
H 5.793 2.230 -1.514
H 5.916 2.618 0.199
H 6.450 -0.861 -0.359
H 4.134 -3.712 0.384
H 5.372 -3.339 -0.822
H 5.739 -3.173 0.891
H 2.448 -2.045 0.556
H 1.110 2.018 -0.471
H 1.433 2.181 1.278
H -0.713 0.963 1.737
H -0.942 2.517 0.919
H -0.884 -0.203 -0.461
H -1.193 1.344 -1.253
H -3.241 1.645 0.140
H -2.928 0.088 0.916
H -3.390 0.500 -2.081
H -3.158 -1.063 -1.284
H -5.403 0.741 -0.803
H -5.154 -2.112 -0.289
H -4.982 -0.924 1.024
H -7.413 -1.071 -0.820
H -7.319 -1.855 0.780
H -6.974 0.316 1.584
H 3.390 2.080 -0.015
*
```

=====

Record 8
C15H26AlIO2P2Se as an isolated structure in a non-equilibrium geometry. Source: the OMol25 dataset; level of theory: ωB97M-V with the def2-TZVPD basis set.

Molecular weight in g mol⁻¹: 533.16
Kohn-Sham gap (alpha / beta) in eV: 4.0 / 4.0
E_HOMO (alpha / beta) in eV: -14.4 / -14.4

```
! RIJCOSX wB97M-V def2-TZVPD def2/J DEFGRID3
* xyz 2 1
C -1.396 1.980 -2.381
C -2.011 0.811 -1.744
H -2.197 2.309 -3.097
H -0.505 1.747 -3.009
H -1.226 2.843 -1.702
O -3.115 0.295 -1.901
I 2.824 2.361 -0.514
Al 0.571 1.007 -0.552
P -0.765 2.196 1.069
C -1.767 1.205 2.221
C 0.435 2.999 2.173
H -0.129 3.454 3.015
H -2.174 4.056 1.610
H 1.004 3.766 1.613
H -1.430 4.299 -0.022
H -1.154 0.393 2.663
H 1.150 2.254 2.584
C -1.917 3.568 0.651
H -2.084 1.907 3.020
H -2.849 3.173 0.196
H -2.661 0.780 1.718
P 1.000 -0.608 -2.298
C 0.384 -2.300 -2.060
C 0.609 -0.300 -4.063
H 3.295 0.120 -2.634
H 3.025 -1.657 -2.995
H 3.185 -1.086 -1.309
C 2.803 -0.816 -2.313
H 0.918 0.714 -4.365
H 1.194 -1.042 -4.627
H 0.956 -2.919 -2.776
H -0.695 -2.377 -2.286
H -0.466 -0.465 -4.266
H 0.574 -2.646 -1.028
C -1.231 -0.199 -0.468
O -1.704 -1.191 0.092
Se 2.018 -0.127 1.108
C 1.182 -1.614 2.074
C 1.284 -2.895 1.533
C 0.661 -3.956 2.192
C 0.039 -3.739 3.444
C -0.031 -2.432 3.990
C 0.586 -1.376 3.316
H 1.817 -3.034 0.614
H 0.671 -4.964 1.771
H -0.402 -4.575 3.993
H -0.551 -2.276 4.934
H 0.590 -0.366 3.713
*
```

=====

Among the records above, which one has the lowest molecular weight? C15H25NO2

=====

Among the records above, which one has the highest molecular weight? C15H25I2N5O3P2S2

=====

Number 6 is which compound? C15H25NO18S4